Computed, not measured: a cluster of 7 separate species, C18H40N2O5S5 in total at a distorted geometry, with the ωB97M-V functional and the def2-TZVPD basis.

The geometry in XYZ format:
```
70
Properties=species:S:1:pos:R:3:forces:R:3:mulliken_charge:R:1
C -2.59913 3.43373 0.12366 0.09 0.28 -0.57 -0.24
S -3.27024 2.86790 1.67699 -0.28 0.54 0.11 0.41
O -2.87515 1.44658 1.76941 0.16 -0.67 0.24 -0.54
C -2.18482 3.83959 2.73350 0.50 0.11 -0.67 -0.89
H -1.67420 2.90030 -0.09617 -0.04 -0.17 0.18 0.06
H -2.38153 4.50151 0.10218 -0.21 0.04 0.15 0.42
H -3.34812 3.20482 -0.63416 0.10 -0.06 -0.09 -0.16
H -2.28028 4.87595 2.40616 -0.24 0.06 0.30 0.40
H -1.15633 3.54446 2.51237 -0.01 -0.22 0.30 0.25
H -2.43694 3.71458 3.78030 -0.04 -0.04 0.02 0.30
C 0.61218 -6.49115 -2.99715 0.14 0.36 -0.35 -0.90
S -0.28460 -5.88875 -1.56513 -0.23 0.07 -0.27 0.50
O -0.11986 -6.88470 -0.48694 0.09 -0.23 0.27 -0.64
C 0.79585 -4.51418 -1.23854 0.13 0.74 0.22 -0.86
H -0.02810 -7.17858 -3.54295 0.12 -0.22 0.11 0.34
H 1.55429 -6.93432 -2.67920 -0.11 -0.21 0.10 0.31
H 0.84245 -5.64655 -3.65024 -0.12 0.00 0.00 0.30
H 0.68363 -3.78704 -2.04614 0.11 -0.10 -0.09 0.34
H 1.84386 -4.78200 -1.10627 -0.03 -0.23 -0.10 0.39
H 0.44620 -4.01127 -0.33672 -0.05 -0.22 0.08 0.24
C -0.97155 1.59887 5.94996 0.05 0.07 0.06 -0.93
S -0.16401 0.37762 4.91333 0.42 0.16 -0.25 0.60
O 0.40911 1.16588 3.77971 -0.21 -0.06 -0.14 -0.58
C 1.24757 0.02552 5.93988 0.13 -0.30 0.99 -1.00
H -1.17570 1.23123 6.95433 -0.13 -0.17 -0.09 0.43
H -1.89033 1.82662 5.41254 -0.08 0.10 0.18 0.19
H -0.33915 2.48443 6.01247 0.07 -0.03 -0.12 0.32
H 1.85123 -0.76494 5.49855 -0.03 0.14 -0.31 0.31
H 0.93133 -0.34618 6.92056 -0.15 0.06 -0.11 0.39
H 1.84170 0.92594 6.09076 -0.02 0.06 -0.22 0.30
C 4.53209 -0.89432 0.54528 0.05 0.14 -0.02 -0.66
S 4.56726 -2.23007 1.73825 0.06 -0.10 -0.27 0.43
O 5.02451 -1.64198 3.02142 0.15 0.03 0.23 -0.64
C 2.80118 -2.36813 1.87470 -0.96 0.01 0.29 0.02
H 4.24488 -0.00045 1.09992 -0.04 0.03 -0.03 0.27
H 3.80890 -1.10651 -0.24215 0.08 0.01 -0.06 0.13
H 5.53523 -0.77416 0.14337 -0.01 0.04 -0.04 0.39
H 2.39412 -1.44179 2.28874 0.23 0.06 0.08 -0.07
H 2.55919 -3.17780 2.56248 0.12 -0.04 -0.02 0.41
H 2.29717 -2.54125 0.92402 0.33 -0.19 -0.12 -0.23
C -1.20824 -0.73630 -1.18558 -0.03 -0.01 -0.68 -1.39
S 0.22661 -1.18476 -0.21876 -0.65 0.00 0.17 0.64
O 1.39212 -0.91842 -1.12265 0.12 0.03 0.09 -0.56
C 0.09115 0.16080 0.91560 0.62 0.93 0.76 -0.79
H -0.99755 0.20274 -1.70457 0.09 0.10 0.25 0.40
H -2.11351 -0.62894 -0.59201 0.06 -0.13 0.14 0.51
H -1.31906 -1.48723 -1.97088 -0.13 -0.14 0.20 0.43
H 0.92629 0.17730 1.61719 0.12 -0.31 -0.18 0.24
H -0.78932 0.15897 1.55821 -0.27 -0.25 -0.38 0.35
H 0.14859 1.11290 0.38177 -0.18 -0.10 -0.19 0.05
N 2.15935 1.22541 -2.80160 -0.78 0.20 -0.34 0.23
C 3.16648 2.12817 -2.66071 0.43 -0.23 0.22 -0.49
C 3.62405 2.46717 -3.90888 -0.43 0.15 -0.30 -0.56
C 2.77685 1.81197 -4.84856 -0.03 -0.15 0.14 -0.55
C 1.88197 1.05685 -4.12739 0.48 -0.01 -0.22 -0.44
H 1.64244 0.73393 -2.08323 0.41 -0.07 0.19 0.24
H 3.50085 2.43311 -1.68359 0.07 -0.05 0.01 0.41
H 4.44383 3.12346 -4.14528 -0.01 0.09 0.10 0.40
H 2.80868 1.86479 -5.92429 0.12 0.03 0.00 0.40
H 1.14216 0.35607 -4.47483 -0.09 0.01 0.11 0.37
N -3.70390 1.52188 -3.50333 -0.20 -0.41 -0.05 0.04
C -4.00424 0.46722 -2.66390 0.54 0.78 -0.39 -0.79
C -4.99231 0.89886 -1.82794 -0.56 0.18 0.32 -0.32
C -5.32147 2.23572 -2.18643 -0.06 -0.05 -0.50 -0.49
C -4.53447 2.58065 -3.25975 0.19 -0.25 0.18 -0.50
H -3.04905 1.45132 -4.26133 -0.01 0.14 0.00 0.23
H -3.38656 -0.40759 -2.75072 -0.32 -0.28 0.20 0.57
H -5.53939 0.37510 -1.06182 0.35 -0.30 0.06 0.43
H -6.11231 2.82154 -1.74877 0.04 0.08 -0.02 0.43
H -4.50392 3.43790 -3.90904 -0.03 0.16 0.17 0.41
```
Forces are in eV/Å.

Computed properties:
HOMO energy, eV: -7.99
Calculated total energy, hartree: -3186.31767
LUMO, eV: 0.33